(1)
Molecular formula: C4H5Br
Method: DFT, wB97M-V/def2-TZVPD

Geometry as XYZ:
```
10
Properties=species:S:1:pos:R:3:nbo_charge:R:1
C -0.187 -0.021 -0.113 -0.227
C -1.007 -0.381 -1.204 -0.059
C -0.467 -0.491 1.126 -0.267
C 1.162 0.547 -0.445 -0.625
Br -2.844 -0.297 -1.035 0.098
H 0.304 -0.599 1.873 0.198
H -1.437 -0.880 1.379 0.203
H 1.127 1.628 -0.301 0.224
H 1.417 0.356 -1.483 0.237
H 1.933 0.138 0.203 0.218
```

Computed properties:
lowest unoccupied orbital energy (spin up / spin down) = -0.9147 / -0.9220 eV
multiplicity = 1

---

(2)
Molecular formula: C4H5Br2N
Method: DFT, wB97M-V/def2-TZVPD

Geometry as XYZ:
```
12
Properties=species:S:1:pos:R:3:nbo_charge:R:1
C 0.197 0.781 0.137 0.254
C -1.192 0.999 -0.134 -0.161
C -2.490 0.164 0.461 -0.403
C 1.343 -0.175 0.084 -0.701
N -0.125 1.970 0.466 -0.277
Br -2.326 -1.657 -0.233 0.015
Br -4.149 0.900 -0.047 0.100
H -1.547 1.220 -1.090 0.176
H -2.401 -0.065 1.592 0.244
H 1.922 -0.317 1.024 0.250
H 2.108 0.065 -0.651 0.255
H 1.021 -1.181 0.083 0.247
```

Computed properties:
lowest unoccupied orbital energy = 0.5414 eV
multiplicity = 1

---

(3)
Molecular formula: C4H5Br3O
Method: DFT, wB97M-V/def2-TZVPD

Geometry as XYZ:
```
13
Properties=species:S:1:pos:R:3:nbo_charge:R:1
C -1.328 -1.530 -0.115 0.132
C 1.520 1.233 0.364 -0.688
C 1.336 0.113 -0.568 -0.194
C -1.888 -0.363 0.231 -0.237
O -0.544 -2.133 0.627 -0.566
Br 1.799 -1.571 -0.118 0.302
Br -1.511 0.747 1.654 0.179
Br -2.948 0.580 -1.165 0.028
H -1.799 -2.001 -1.016 0.156
H 1.999 1.045 1.295 0.235
H 2.024 1.895 -0.220 0.232
H 0.443 1.661 0.464 0.238
H 0.898 0.324 -1.433 0.182
```

Computed properties:
lowest unoccupied orbital energy (spin up / spin down) = -0.3677 / -2.0046 eV
multiplicity = 1

---

(4)
Molecular formula: C4H5BrClNO
Method: DFT, wB97M-V/def2-TZVPD

Geometry as XYZ:
```
13
Properties=species:S:1:pos:R:3:nbo_charge:R:1
C 0.442 -1.841 -0.196 -0.720
C -0.218 -0.665 0.586 0.195
N -0.676 -0.633 1.747 -0.468
Br -0.854 -2.134 2.725 0.210
C -0.278 0.745 -0.181 0.559
O 0.271 0.896 -1.239 -0.521
C -1.097 2.115 0.248 -0.459
Cl -1.408 2.323 1.949 -0.002
H -0.097 -1.988 -1.191 0.248
H 0.550 -2.827 0.293 0.248
H 1.528 -1.593 -0.582 0.256
H -1.996 1.901 -0.178 0.216
H -0.546 2.779 -0.325 0.235
```

Computed properties:
lowest unoccupied orbital energy = -0.0905 eV
multiplicity = 1
SMILES = C/C(=N\Br)C(=O)CCl

---

(5)
Molecular formula: C4H5BrN2O
Method: DFT, wB97M-V/def2-TZVPD

Geometry as XYZ:
```
13
Properties=species:S:1:pos:R:3:nbo_charge:R:1
C -0.200 -0.043 0.317 -0.140
C 0.058 -1.846 0.878 0.009
C 0.694 -0.053 -0.751 0.407
C -1.263 0.903 0.819 -0.656
N 0.946 -2.229 -0.007 -0.145
N 1.025 0.900 -1.717 -0.836
O 1.369 -1.251 -0.852 -0.311
Br -0.807 -2.718 2.169 0.196
H -1.615 0.664 1.955 0.240
H -0.772 1.927 0.720 0.213
H -2.085 1.008 0.177 0.218
H 0.637 1.842 -1.629 0.398
H 2.013 0.898 -2.080 0.406
```

Computed properties:
lowest unoccupied orbital energy = 0.6927 eV
multiplicity = 1

---

(6)
Molecular formula: C4H5BrN2O2
Method: DFT, wB97M-V/def2-TZVPD

Geometry as XYZ:
```
14
Properties=species:S:1:pos:R:3:nbo_charge:R:1
C -0.659 3.337 -1.436 0.102
C 0.599 -1.014 1.228 0.560
C 0.430 -0.062 -1.666 0.059
C -0.522 -0.988 0.269 -0.002
N -0.841 2.217 -1.604 -0.325
N 0.395 -1.731 2.383 -0.847
O 1.652 -0.423 0.939 -0.654
O -0.419 -0.717 -1.008 -0.334
Br -2.128 -2.008 0.676 -0.016
H -0.557 4.370 -1.612 0.231
H 0.087 0.028 -2.773 0.185
H 1.319 0.488 -1.216 0.225
H -0.569 -1.719 2.835 0.415
H 1.212 -1.777 2.987 0.402
```

Computed properties:
lowest unoccupied orbital energy (spin up / spin down) = 0.0893 / 0.3519 eV
multiplicity = 1

---

(7)
Molecular formula: C4H5BrN2OS
Method: DFT, wB97M-V/def2-TZVPD

Geometry as XYZ:
```
14
Properties=species:S:1:pos:R:3:nbo_charge:R:1
C 0.455 -0.799 0.866 -0.057
C 0.556 0.086 -0.111 0.153
C -1.756 -0.009 1.050 0.179
C 1.490 0.502 -1.158 -0.173
N -0.729 -0.833 1.538 -0.571
N -1.438 0.473 -0.138 -0.587
O 1.525 -0.476 -2.112 -0.673
S -3.161 0.238 1.804 -0.178
Br -1.977 1.950 -0.892 0.327
H 1.340 -1.321 1.101 0.245
H 2.421 0.646 -0.646 0.218
H 1.364 1.570 -1.644 0.207
H -0.681 -1.398 2.411 0.437
H 0.592 -0.628 -2.068 0.473
```

Computed properties:
lowest unoccupied orbital energy = -0.2345 eV
multiplicity = 1

---

(8)
Molecular formula: C4H5CaO3
Method: DFT, wB97M-V/def2-TZVPD

Geometry as XYZ:
```
13
Properties=species:S:1:pos:R:3:mulliken_spin:R:1
C -0.977 -1.048 1.758 0.000
H -1.274 -0.124 2.273 0.000
H -0.471 -1.703 2.483 0.000
H -1.889 -1.569 1.429 0.000
C 0.933 0.148 0.662 0.000
C -0.079 -0.756 0.595 -0.002
O -0.696 0.953 -1.228 -0.006
C 0.511 1.090 -1.462 0.009
O 1.409 0.628 -0.559 -0.018
O 1.046 1.331 -2.584 -0.155
H 0.976 0.895 1.460 0.000
H -0.027 -1.515 -0.194 -0.001
Ca 0.538 1.670 -4.632 1.173
```

Computed properties:
lowest unoccupied orbital energy (spin up / spin down) = -0.1463 / -0.3187 eV
multiplicity = 2
expectation value of S² = 0.75

---

no.,energy (eV),F_max (Eh/bohr)
1,-74267.6988,0.022
2,-145801.3353,0.077
3,-216399.2408,0.089
4,-90329.1461,0.097
5,-79295.1989,0.167
6,-81342.5347,0.057
7,-90130.1802,0.123
8,-28808.6850,0.073